(1)
{
  "formula": "C21H44CuN3OP2",
  "method": "the ωB97M-V functional and the def2-TZVPD basis",
  "elements": ["Cu", "P", "P", "N", "C", "H", "H", "C", "H", "H", "C", "H", "H", "C", "H", "H", "C", "C", "H", "H", "H", "C", "C", "H", "H", "H", "C", "C", "H", "H", "H", "C", "C", "H", "H", "H", "C", "O", "C", "H", "H", "H", "C", "H", "H", "H", "C", "H", "H", "H", "C", "H", "H", "H", "H", "H", "H", "H", "H", "H", "C", "N", "C", "C", "N", "C", "H", "H", "H", "H", "H", "H"],
  "positions_angstrom": [[0.25592, 0.11924, -0.44205], [0.21922, -1.80786, -1.54465], [0.44182, 2.27584, 0.06195], [0.68642, 0.86564, -2.52965], [1.16552, -1.46616, -3.15105], [1.99632, -2.18266, -3.26335], [0.48982, -1.61686, -4.01185], [1.70192, -0.02776, -3.13785], [2.61552, 0.04154, -2.52495], [1.95132, 0.30304, -4.16825], [0.94172, 2.32974, -2.64215], [-0.02478, 2.81404, -2.86295], [1.61312, 2.53254, -3.49915], [1.51582, 2.89814, -1.34355], [1.59652, 3.99864, -1.39785], [2.52652, 2.49284, -1.16695], [1.29062, 2.87484, 1.63625], [2.09212, 1.77104, 2.34585], [3.06172, 1.57754, 1.85665], [1.52012, 0.82824, 2.38515], [2.29922, 2.07904, 3.38715], [-1.09598, 3.35634, -0.05175], [-2.11678, 2.91584, 1.01005], [-3.12008, 2.81804, 0.55705], [-2.19188, 3.65764, 1.82545], [-1.83408, 1.94304, 1.44515], [-1.39158, -2.54236, -2.19235], [-2.04048, -3.42536, -1.11575], [-3.12678, -3.55506, -1.27645], [-1.88268, -2.97196, -0.11965], [-1.58608, -4.43266, -1.12345], [1.19732, -3.26446, -0.85775], [0.75712, -3.65666, 0.56165], [1.55942, -4.23846, 1.05125], [-0.15468, -4.27696, 0.55605], [0.55532, -2.76456, 1.17355], [1.91782, -0.19816, 0.10055], [3.02922, -0.45216, 0.42245], [-0.85068, 4.87104, -0.02755], [0.18402, 5.11054, 0.27815], [-1.03198, 5.34254, -1.00895], [-1.52648, 5.35334, 0.70285], [-1.11878, -3.35916, -3.46575], [-1.67008, -4.31506, -3.43745], [-1.44888, -2.79556, -4.35755], [-0.04738, -3.58676, -3.58995], [1.27312, -4.47316, -1.80205], [1.91682, -5.25736, -1.36325], [0.27622, -4.91916, -1.96585], [1.69382, -4.20886, -2.78885], [0.24502, 3.48564, 2.58625], [-0.56728, 2.78154, 2.82695], [0.71632, 3.78244, 3.53785], [-0.20088, 4.38524, 2.12295], [1.99302, 3.66954, 1.31955], [2.20652, -2.81586, -0.77185], [-1.50338, 3.06674, -1.03965], [-2.06838, -1.69876, -2.42835], [-0.21878, 0.66864, -2.96695], [-1.32838, 0.45424, -0.88265], [-1.44088, 0.22294, 5.00095], [-1.26348, -0.41796, 3.70355], [-1.62838, -1.63466, 3.36255], [-1.26808, -1.80236, 2.05455], [-0.63448, -0.68536, 1.53475], [-0.69808, 0.10174, 2.60715], [-2.52148, 0.27074, 5.25045], [-0.90898, -0.36096, 5.78135], [-1.02988, 1.25524, 4.98505], [-2.11878, -2.34986, 4.01115], [-1.48838, -2.75076, 1.68065], [-0.35408, 0.99654, 2.59695]],
  "mulliken_spin": [0.417, -0.066, -0.002, -0.015, 0.001, 0.003, -0.002, 0.003, 0.002, -0.001, 0.026, 0.002, 0.000, -0.001, 0.000, -0.001, 0.018, 0.008, -0.002, 0.001, 0.000, 0.009, 0.010, -0.007, 0.002, -0.002, -0.001, -0.004, 0.000, 0.005, 0.000, 0.027, 0.003, 0.000, 0.000, 0.003, 0.023, -0.015, -0.003, 0.002, -0.001, 0.001, 0.006, 0.001, -0.001, -0.001, -0.002, 0.001, 0.001, 0.000, -0.001, 0.000, 0.000, 0.000, 0.005, 0.000, 0.031, 0.011, -0.004, 0.535, 0.000, 0.001, 0.000, 0.006, -0.043, 0.015, 0.000, 0.000, 0.000, 0.000, 0.000, -0.004],
  "e_above_lowest_kj_mol": 110.0,
  "lumo_energy_ha": [-0.0826, -0.0957],
  "multiplicity": 2,
  "s_squared": 0.758,
  "fmax_ev_per_a": 8.37,
  "charge": 1,
  "homo_energy_ha": [-0.3370, -0.3927],
  "gap_ev": [6.9, 8.1]
}

***

(2)
{
  "formula": "C21H44NO24S4",
  "method": "the ωB97M-V functional and the def2-TZVPD basis",
  "elements": ["N", "O", "O", "O", "O", "S", "O", "O", "C", "C", "C", "H", "H", "H", "H", "H", "H", "H", "H", "O", "S", "O", "O", "C", "C", "C", "H", "H", "H", "H", "H", "H", "H", "H", "O", "S", "O", "O", "C", "C", "C", "H", "H", "H", "H", "H", "H", "H", "H", "O", "S", "O", "O", "C", "C", "C", "H", "H", "H", "H", "H", "H", "H", "H", "C", "C", "O", "C", "O", "O", "H", "H", "H", "H", "C", "C", "O", "C", "O", "O", "H", "H", "H", "H", "C", "C", "O", "C", "O", "O", "H", "H", "H", "H"],
  "positions_angstrom": [[-0.12634, 0.59791, 0.77825], [-0.25725, 1.74405, 1.06117], [-0.85008, -0.31695, 1.10065], [0.93756, 0.26752, 0.20286], [-1.49877, -1.04112, -6.37939], [-0.19860, -0.68544, -5.95685], [0.17640, 0.64825, -5.73246], [0.08239, -1.45648, -4.49216], [-0.87074, -0.89526, -3.47859], [-0.33656, -1.57056, -2.25082], [0.78654, -1.66308, -7.06275], [-2.01483, -1.03522, -3.89056], [-0.53784, 0.22664, -3.32251], [-0.71222, -2.67557, -2.23912], [-0.82985, -1.05846, -1.34907], [0.80538, -1.41205, -2.13183], [0.33780, -2.69092, -6.90637], [1.86431, -1.59078, -6.86847], [0.51076, -1.42841, -8.10649], [-3.26301, 6.25712, 1.84371], [-2.13494, 5.67504, 1.08479], [-2.48199, 4.61406, 0.08502], [-1.19218, 6.88668, 0.18263], [-1.89856, 8.11405, 0.07855], [-1.05656, 8.93502, -0.90824], [-0.86327, 4.96287, 2.11076], [-1.64368, 8.52167, 1.20856], [-2.81980, 8.01401, -0.14975], [-1.14150, 8.35309, -1.65914], [-0.00868, 9.02065, -0.47609], [-1.42575, 9.82371, -1.19839], [-0.65757, 5.58281, 2.84150], [-0.03454, 4.55881, 1.68061], [-1.21056, 4.24895, 2.79597], [2.42244, -3.66589, -0.56237], [1.81748, -4.12889, 0.69994], [0.57244, -4.77642, 0.45313], [2.92236, -5.13548, 1.39073], [3.48044, -6.08465, 0.49516], [4.30972, -7.15527, 1.25916], [1.62264, -2.75553, 1.76332], [4.16889, -5.64721, -0.32749], [2.62148, -6.42458, -0.03020], [5.20446, -6.93465, 1.82701], [4.69288, -7.89649, 0.45650], [3.42793, -7.65111, 1.82283], [1.38058, -2.97708, 2.75690], [0.84870, -2.13710, 1.21621], [2.54196, -2.22143, 1.60010], [-4.62973, -5.84667, 2.54367], [-4.42186, -4.65065, 3.28047], [-3.39361, -4.46661, 4.25627], [-4.18558, -3.52907, 2.04694], [-2.74096, -3.44168, 1.68032], [-2.50616, -2.67869, 0.30887], [-5.92403, -4.26414, 4.04620], [-2.58073, -4.50094, 1.50590], [-2.22456, -2.98812, 2.48380], [-1.46447, -2.84053, 0.14040], [-2.62023, -1.56992, 0.07771], [-2.95825, -3.30160, -0.40442], [-5.90105, -4.68962, 5.13343], [-6.78263, -4.19298, 3.23305], [-5.82960, -3.10971, 4.15502], [2.91044, 2.67368, 0.15801], [3.73928, 3.83291, 0.75832], [4.38323, 4.33206, -0.39547], [3.97737, 3.87245, -1.49328], [4.26335, 4.14874, -2.67477], [3.01923, 2.89596, -1.26088], [2.11849, 2.60694, 0.72737], [3.65581, 1.87642, 0.47609], [4.46636, 3.47079, 1.28433], [2.98607, 4.64948, 1.14112], [3.47280, -0.22104, -2.56981], [4.34075, -0.84933, -1.45584], [5.53404, -0.10999, -1.50945], [5.49501, 0.83312, -2.55310], [6.46976, 1.44866, -2.97151], [4.31769, 0.72883, -3.05532], [2.59109, 0.26028, -2.03896], [3.30047, -0.90237, -3.22514], [4.51523, -1.90441, -1.49147], [3.93559, -0.67614, -0.41995], [-3.91060, 0.46956, 2.36270], [-3.47087, 1.87669, 2.62485], [-3.61983, 2.02777, 4.01940], [-4.34420, 1.07393, 4.51904], [-4.63518, 0.96918, 5.76268], [-4.60731, 0.14448, 3.53696], [-3.20532, -0.31331, 2.22045], [-4.51964, 0.30907, 1.45838], [-3.97968, 2.59865, 2.00913], [-2.50584, 2.00707, 2.25157]],
  "lowdin_charge": [-0.647, 0.010, -0.034, -0.070, -0.301, 0.560, -0.259, -0.313, -0.264, -0.113, -0.137, 0.168, 0.145, 0.111, 0.070, 0.097, 0.089, 0.071, 0.075, -0.308, 0.776, -0.323, -0.270, -0.276, -0.032, -0.092, 0.169, 0.041, 0.008, 0.122, 0.041, 0.015, 0.041, 0.068, -0.320, 0.620, -0.281, -0.262, -0.315, -0.071, -0.099, 0.138, 0.093, 0.059, 0.097, 0.102, 0.061, 0.080, 0.064, -0.291, 0.559, -0.288, -0.292, -0.190, -0.059, -0.176, 0.106, 0.093, 0.026, 0.085, 0.054, 0.117, 0.120, 0.087, -0.097, -0.076, 0.104, -0.562, 0.106, 0.056, 0.042, 0.148, 0.069, 0.172, -0.100, -0.123, 0.021, -0.525, 0.122, 0.096, 0.150, 0.070, 0.107, 0.128, -0.128, -0.105, 0.106, -0.494, 0.048, 0.050, 0.094, 0.143, 0.132, 0.086],
  "e_above_lowest_kj_mol": 20.1,
  "lumo_energy_ha": 0.0734,
  "fmax_ev_per_a": 10.56,
  "charge": -1,
  "homo_energy_ha": -0.2348,
  "gap_ev": 8.4
}

***

(3)
{
  "formula": "C21H45Cl6O16P",
  "method": "the ωB97M-V functional and the def2-TZVPD basis",
  "elements": ["C", "O", "C", "O", "O", "C", "H", "H", "H", "H", "H", "H", "C", "O", "C", "O", "O", "C", "H", "H", "H", "H", "H", "H", "C", "O", "C", "O", "O", "C", "H", "H", "H", "H", "H", "H", "C", "O", "C", "O", "O", "C", "H", "H", "H", "H", "H", "H", "C", "Cl", "Cl", "H", "H", "C", "Cl", "Cl", "H", "H", "C", "Cl", "Cl", "H", "H", "C", "C", "O", "P", "O", "O", "C", "C", "O", "C", "C", "H", "H", "H", "H", "H", "H", "H", "H", "H", "H", "H", "H", "H", "H", "H"],
  "positions_angstrom": [[0.57086, 4.87534, -1.10361], [-0.29839, 4.89471, 0.08194], [-0.53794, 6.05961, 0.60241], [-1.29807, 6.18788, 1.52640], [0.18663, 7.08326, 0.07977], [-0.07521, 8.37523, 0.70532], [1.58680, 5.18238, -0.84963], [0.09607, 5.56609, -1.80866], [0.50721, 3.84886, -1.48446], [0.39250, 9.07772, 0.00902], [0.34304, 8.48380, 1.70283], [-1.14108, 8.56303, 0.75133], [0.46944, -2.75153, 1.63004], [0.32885, -4.12770, 1.30310], [1.34937, -4.62307, 0.62637], [2.39255, -4.00266, 0.34034], [1.05584, -5.87083, 0.31680], [2.08612, -6.45731, -0.49459], [0.60427, -2.18682, 0.70706], [1.33669, -2.58909, 2.26744], [-0.44108, -2.42515, 2.11457], [3.06558, -6.43239, 0.00183], [2.13000, -5.96233, -1.46566], [1.74457, -7.48243, -0.62384], [2.43364, 3.83727, 1.81217], [3.13454, 4.83024, 1.01803], [3.01731, 6.06027, 1.44911], [2.27829, 6.41595, 2.33011], [3.78145, 6.84870, 0.75543], [3.60288, 8.26964, 1.04925], [2.83127, 3.82326, 2.82914], [2.58197, 2.88694, 1.29178], [1.38592, 4.13537, 1.86993], [2.64263, 8.62857, 0.67522], [4.44045, 8.72946, 0.52694], [3.69224, 8.43958, 2.11922], [0.16343, 1.01290, 0.86019], [-0.93346, 1.83027, 1.43804], [-1.97556, 1.17365, 1.89712], [-2.12875, -0.06576, 1.92008], [-2.89815, 1.96216, 2.50223], [-2.60609, 3.43223, 2.49330], [0.16049, 1.22038, -0.21189], [-0.13541, -0.01158, 1.05463], [1.07918, 1.30140, 1.37754], [-3.50780, 3.78805, 2.98676], [-2.48973, 3.92013, 1.53887], [-1.74797, 3.62766, 3.13658], [3.45140, 0.51767, -1.77504], [2.44107, -0.80391, -1.14385], [2.73049, 2.14162, -1.46687], [4.41367, 0.52991, -1.29098], [3.55613, 0.49847, -2.84075], [0.15957, 0.97101, 5.38371], [0.68906, 2.47199, 4.55076], [0.97451, -0.40379, 4.66362], [0.51230, 1.07208, 6.39910], [-0.92645, 0.92287, 5.32358], [-4.42539, -1.47337, 3.44230], [-5.86005, -1.61217, 4.56265], [-3.66968, -3.08455, 3.19566], [-4.73502, -1.03536, 2.50391], [-3.71374, -0.86840, 3.98612], [0.09066, -4.22662, -6.66854], [-0.47519, -5.16267, -5.66246], [-1.50303, -4.56772, -4.81188], [-0.86468, -4.30078, -3.34762], [0.37512, -3.53602, -3.32060], [-0.57144, -5.68338, -2.56847], [-1.76918, -6.54012, -2.40525], [-1.59670, -7.26570, -1.13561], [-2.17539, -3.61428, -2.79231], [-1.99067, -3.06964, -1.43507], [-1.75590, -1.56146, -1.33618], [0.64765, -3.38257, -6.27059], [0.68348, -4.80456, -7.36957], [-0.80214, -3.91581, -7.22206], [-1.03531, -6.01583, -6.06434], [0.34206, -5.59396, -5.07788], [-2.67137, -5.92070, -2.35886], [-1.81121, -7.15137, -3.30682], [-0.73800, -7.92643, -1.13441], [-1.49865, -6.55454, -0.32038], [-2.49962, -7.85418, -0.91299], [-2.86829, -3.33530, -0.81426], [-1.12266, -3.58509, -0.99611], [-0.86889, -1.23156, -1.87329], [-2.66545, -1.07386, -1.69025], [-1.71046, -1.35326, -0.25408]],
  "lowdin_charge": [-0.001, 0.006, -0.640, 0.125, -0.043, -0.024, 0.085, 0.104, 0.065, 0.093, 0.096, 0.092, -0.052, 0.006, -0.604, 0.068, -0.001, -0.032, 0.057, 0.092, 0.079, 0.102, 0.099, 0.088, -0.039, -0.007, -0.692, 0.121, 0.027, 0.007, 0.088, 0.055, 0.081, 0.075, 0.096, 0.099, -0.001, -0.031, -0.575, 0.032, -0.011, 0.001, 0.071, 0.052, 0.071, 0.094, 0.071, 0.068, -0.933, 0.577, 0.544, 0.024, 0.018, -0.977, 0.532, 0.540, 0.018, 0.034, -0.964, 0.447, 0.478, 0.025, 0.002, -0.073, -0.300, -0.175, 0.368, -0.220, -0.190, -0.246, -0.076, -0.181, -0.232, -0.057, 0.083, 0.079, 0.085, 0.125, 0.107, 0.117, 0.121, 0.076, 0.080, 0.092, 0.131, 0.095, 0.070, 0.081, 0.059],
  "smiles": "CCOP(=O)(OCC)OCC.COC(=O)OC.COC(=O)OC.COC(=O)OC.COC(=O)OC.ClCCl.ClCCl.ClCCl",
  "lumo_energy_ha": 0.0175,
  "fmax_ev_per_a": 3.00,
  "homo_energy_ha": -0.3838,
  "gap_ev": 10.9
}